1.
A 2-piece molecular cluster, C12H23Cl3FN2O10P3 overall. Source: the OMol25 dataset; level of theory: ωB97M-V/def2-TZVPD.

The calculation puts the LUMO energy at -1.1974 eV. The HOMO-LUMO gap is 7.284 eV. For the total energy, the calculation gives -3837.1507 Ha. Its total charge is 0. The highest occupied orbital energy comes out at -0.312 Eh.

XYZ file:
```
54
C12H23Cl3FN2O10P3 ωB97M-V/def2-TZVPD
C -1.94860 3.81651 -0.28410
C -2.09436 2.65518 -0.95134
C -0.95910 1.72229 -1.32661
P -1.36955 1.26305 -3.07265
O -2.68249 0.63361 -3.19279
O -0.13315 0.45906 -3.67879
O -1.35221 2.66197 -3.84786
C 0.45820 2.33363 -1.30289
O 1.40220 1.68520 -0.50196
C 1.47982 0.28036 -0.71241
P 3.01265 -0.22709 0.28399
C 2.70892 0.46496 1.94307
C 3.00476 -2.02885 0.56562
C 3.56150 -2.83276 -0.62721
C 0.15795 -0.44200 -0.38885
F 0.21373 -0.88323 0.87481
P -0.09821 -2.00361 -1.42068
N -0.08203 -3.23851 -0.52647
O 1.02379 -2.03764 -2.57637
O -1.52783 -1.71598 -2.07429
N -1.09442 0.51166 -0.39635
C -1.46732 0.89882 0.98260
Cl -0.49092 2.02741 1.79415
C -2.51297 0.31955 1.58239
C -2.98265 0.59535 2.96537
Cl -3.36432 -0.92072 0.73341
H -1.25006 4.58581 -0.59104
H -2.56211 4.00617 0.58974
H -3.07544 2.34146 -1.30043
H -0.09940 0.52116 -4.64311
H -0.90965 3.36944 -3.36420
H 0.85693 2.33622 -2.32662
H 0.42991 3.37225 -0.98206
H 1.73889 0.13916 -1.76435
H 2.57979 1.54088 1.86654
H 3.62490 0.28493 2.50645
H 1.89137 -0.01084 2.48078
H 2.06239 -2.43318 0.92999
H 3.70612 -2.14846 1.39311
H 3.56567 -2.25155 -1.54835
H 4.59853 -3.10743 -0.44720
H 2.99159 -3.74553 -0.77961
H 0.61726 -3.92491 -0.77444
H 0.63154 -2.11771 -3.45224
H -1.66909 -2.05235 -2.96498
H -1.88564 -0.04208 -0.76919
H -4.05077 0.38707 2.99491
H -2.84827 1.63956 3.22995
H -2.47590 -0.08978 3.64542
O 0.10514 -2.29324 5.51720
Cl -0.25948 -1.73087 4.25245
O 0.53129 -2.32080 3.20082
O -0.03601 -0.29133 4.25943
O -1.67291 -1.96226 3.99721
```

2.
C12H23HgN3O3 as an isolated structure. Source: the OMol25 dataset; level of theory: ωB97M-V/def2-TZVPD.

The calculation puts the LUMO energy (spin up / spin down) at -3.5258 / -3.4707 eV. The HOMO-LUMO gap (spin up / spin down) is 4.605 / 7.952 eV. For the total energy, the calculation gives -1014.1595 Ha. Its total charge is +1. As for the multiplicity: 2. The energy above the lowest of the compared OMol25 structures with the same formula, charge and spin comes out at 0.0 kcal/mol. The highest occupied orbital energy (spin up / spin down) comes out at -0.299 / -0.420 Eh.

XYZ file:
```
42
C12H23HgN3O3 ωB97M-V/def2-TZVPD
Hg -0.42335 0.17709 0.26200
O 1.05305 -0.73598 -1.23880
C 1.35765 -0.39048 -2.40908
O -1.16463 0.97695 -1.62990
C -0.67861 0.94789 -2.78562
O -1.31048 1.54103 -3.78077
N 0.49473 0.36443 -3.21125
C -0.59324 1.26442 -5.02657
C 0.68905 0.60257 -4.64879
H -0.42584 2.20652 -5.56146
H -1.19875 0.59607 -5.64651
H 1.55359 1.25144 -4.81089
H 0.85280 -0.33829 -5.17855
C 2.59848 -0.77909 -3.01973
C 3.37089 -1.74409 -2.47602
H 2.89442 -0.26482 -3.93719
H 3.06380 -2.28793 -1.58454
H 4.30897 -2.00921 -2.95312
C 0.31349 2.02265 2.59329
N 0.64188 0.61871 2.24291
C 2.09825 0.49445 2.03670
C 0.17928 -0.36174 3.27088
C -1.33998 -0.35080 3.38566
N -1.95038 -0.68130 2.07511
C -2.00328 -2.14093 1.86468
C -3.30345 -0.11957 1.96385
H 0.70964 2.66900 1.79724
H 0.77984 2.30333 3.55256
H -0.77302 2.17659 2.64966
H 2.63376 0.72261 2.97235
H 2.33134 -0.52987 1.71799
H 2.40811 1.19344 1.25145
H 0.53111 -1.35531 2.95012
H 0.63843 -0.11278 4.24546
H -1.64099 -1.10571 4.13494
H -1.69827 0.63562 3.71317
H -2.63707 -2.63013 2.62616
H -2.42529 -2.34252 0.87224
H -0.99517 -2.56901 1.91626
H -3.25691 0.97012 2.09899
H -3.71159 -0.34259 0.97035
H -3.97224 -0.54280 2.73479
```

3.
C12H23I2NO2P2Yb as an isolated structure. Source: the OMol25 dataset; level of theory: ωB97M-V/def2-TZVPD.

The calculation puts the LUMO energy (spin up / spin down) at -6.5034 / -7.4081 eV. The HOMO-LUMO gap (spin up / spin down) is 4.890 / 5.674 eV. For the total energy, the calculation gives -3112.3943 Ha. Its total charge is +2. As for the multiplicity: 3. The energy above the lowest of the compared OMol25 structures with the same formula, charge and spin comes out at 62.2 kcal/mol. The highest occupied orbital energy (spin up / spin down) comes out at -0.419 / -0.481 Eh.

XYZ file:
```
43
C12H23I2NO2P2Yb ωB97M-V/def2-TZVPD
I -4.82600 0.97251 -4.24216
I -5.79710 -1.15198 -2.86921
Yb 0.28115 -0.09629 0.27950
P 1.19863 -1.56395 -1.56522
C 0.27706 -2.05900 -3.02737
C 2.75616 -0.78154 -2.06452
H 3.29966 -1.53211 -2.65647
H 2.28666 -3.65356 -1.30802
H 3.34347 -0.45326 -1.18608
H 2.25001 -2.78333 0.28550
H 0.01586 -1.13625 -3.58998
H 2.52318 0.11346 -2.66839
C 1.67523 -3.04700 -0.62399
H 0.95241 -2.73395 -3.58450
H 0.75982 -3.58796 -0.31871
H -0.65924 -2.55420 -2.68937
P -1.02030 1.56533 1.67793
C -2.69067 2.12556 1.31422
C -1.01367 0.74243 3.30373
H 1.11241 2.70286 2.06442
H -0.34693 3.61396 2.67056
H 0.07561 3.56326 0.89954
C 0.06987 3.00667 1.85361
H -0.00367 0.37631 3.57614
H -1.35842 1.49480 4.02777
H -2.96824 2.79213 2.15171
H -3.34108 1.22726 1.23408
H -1.69643 -0.12635 3.26867
H -2.66599 2.64347 0.33069
C -1.73939 0.06533 -1.25140
O -2.68405 0.06435 -1.89721
O 2.21841 0.58990 0.96214
N 2.76352 -0.10345 2.00490
C 3.70659 -1.02511 1.71157
C 4.11623 -1.86056 2.73231
C 3.90774 -1.40858 4.04785
C 3.16652 -0.25305 4.30067
C 2.49610 0.36883 3.26889
H 4.09119 -0.99171 0.66514
H 4.67429 -2.75677 2.47700
H 4.42923 -1.90806 4.86981
H 3.07700 0.20583 5.29577
H 1.89807 1.28136 3.29479
```

4.
A 5-piece molecular cluster, C12H23INO16S4 overall. Source: the OMol25 dataset; level of theory: ωB97M-V/def2-TZVPD.

The calculation puts the LUMO energy at -4.8389 eV. The HOMO-LUMO gap is 7.294 eV. For the total energy, the calculation gives -3619.7064 Ha. Its total charge is +1. The highest occupied orbital energy comes out at -0.446 Eh.

XYZ file:
```
57
C12H23INO16S4 ωB97M-V/def2-TZVPD
I -0.39463 -1.42183 -1.60031
C 1.51453 -1.13716 -2.63631
C 2.01587 0.13538 -2.03834
N 2.60161 -0.14222 -0.92582
C 2.65111 -1.58548 -0.62964
C 2.54459 -2.14834 -2.06176
H 1.22833 -1.18167 -3.68198
H 1.90523 1.12246 -2.47502
H 2.99813 0.57456 -0.32682
H 2.03591 -1.99208 0.17033
H 3.69272 -1.75075 -0.32592
H 3.48628 -1.91426 -2.56655
H 2.16706 -3.15828 -2.19398
C -3.43717 1.43455 0.27694
C -2.88713 0.26245 1.06282
O -2.24410 0.85295 2.19019
S -3.03471 2.19933 2.61833
O -3.91741 1.88314 3.67758
O -2.09871 3.25680 2.70128
O -3.89699 2.35145 1.26895
H -2.65486 1.92584 -0.30815
H -4.25464 1.14883 -0.38048
H -2.16963 -0.32680 0.49663
H -3.69074 -0.38488 1.42259
C 0.88634 -3.06049 -8.21937
C 1.10979 -1.73972 -7.51427
O 0.67091 -1.98039 -6.16405
S 0.96976 -3.51013 -5.77485
O 2.18875 -3.55125 -5.04058
O -0.22266 -4.07880 -5.26615
O 1.24036 -4.05461 -7.24259
H -0.16185 -3.20178 -8.48670
H 1.50356 -3.16849 -9.10661
H 0.54498 -0.92469 -7.95746
H 2.16899 -1.47645 -7.48720
C -3.58632 8.16032 3.87816
C -3.23007 7.76163 5.29446
O -3.50011 6.35606 5.34676
S -3.20194 5.69629 3.91569
O -1.90991 5.12282 3.91845
O -4.34766 4.95677 3.52240
O -3.14714 7.06119 3.07091
H -4.66579 8.26760 3.75416
H -3.09337 9.07708 3.56551
H -3.82028 8.28834 6.03912
H -2.16782 7.91378 5.49809
C 2.64030 -4.56785 4.43328
C 1.87776 -3.81237 3.36650
O 2.87356 -3.48520 2.38134
S 3.98446 -4.65634 2.33639
O 3.66865 -5.53067 1.26578
O 5.25892 -4.05382 2.47303
O 3.58514 -5.36646 3.70613
H 3.19477 -3.89058 5.08506
H 1.99614 -5.20247 5.03529
H 1.40751 -2.90941 3.74663
H 1.12365 -4.44391 2.89212
```

Asked for max |F| across the records above, the calculation gives 2.02; 4.57; 3.54; 2.95 eV Å⁻¹ in order.